Model w:
Molecular formula: C60H50N10O20
Method: DFT, wB97M-V/def2-TZVPD

Geometry (Å):
O 12.48543 21.25688 19.54207
N 12.13453 20.43286 18.72639
O 11.99339 20.65129 17.54572
C 11.97401 19.05018 19.19192
C 12.12708 18.03234 18.27010
C 12.13426 16.73356 18.73242
C 11.96189 16.45848 20.07929
C 11.77361 17.49323 20.98448
C 11.80340 18.80264 20.53703
H 12.20232 18.24752 17.21584
H 12.19759 15.90507 18.03796
H 11.97989 15.44853 20.46856
H 11.65478 17.28831 22.03874
H 11.69203 19.59662 21.26221
O 16.58870 10.55181 13.85068
N 15.82416 11.45197 13.54573
O 16.02032 12.62562 13.79943
C 14.59884 11.07499 12.86716
C 13.69338 12.05548 12.53218
C 12.56539 11.71199 11.80416
C 12.46119 10.43937 11.26359
C 13.44708 9.48422 11.51622
C 14.50963 9.80076 12.33223
H 13.82840 13.06066 12.90630
H 11.89955 12.51668 11.52159
H 11.56761 10.13199 10.73366
H 13.27658 8.47147 11.17728
H 15.29403 9.07580 12.49582
O 10.83901 8.02519 13.22599
N 11.01850 7.22751 14.12492
O 10.80769 6.04129 14.03616
C 11.61104 7.73393 15.35837
C 12.19715 8.98266 15.37232
C 12.76600 9.45048 16.54188
C 12.71860 8.71075 17.72118
C 12.15787 7.44299 17.65793
C 11.58103 6.95569 16.50445
H 12.28242 9.59781 14.48806
H 13.34609 10.36692 16.53752
H 13.15899 9.01864 18.65912
H 12.23380 6.78997 18.52020
H 11.18815 5.94907 16.45777
O 14.72232 15.18261 20.56956
N 14.45858 14.00079 20.50106
O 13.78344 13.40037 21.29404
C 15.02576 13.29275 19.34962
C 15.72013 13.99766 18.38983
C 16.27434 13.31017 17.32144
C 16.11962 11.92960 17.21913
C 15.49753 11.23688 18.23854
C 14.93501 11.91282 19.30879
H 15.80555 15.07665 18.38984
H 16.85006 13.79943 16.55199
H 16.58763 11.42509 16.38050
H 15.30430 10.16963 18.22507
H 14.39868 11.38847 20.08837
O 20.04319 9.53768 16.76900
N 20.22353 10.44964 17.54226
O 20.22614 10.34534 18.75245
C 20.49143 11.78250 17.00087
C 20.33843 12.00147 15.64682
C 20.53036 13.28996 15.17997
C 20.80576 14.32814 16.05646
C 20.86863 14.09142 17.42922
C 20.70979 12.80394 17.89720
H 20.08409 11.17916 14.99611
H 20.47313 13.53162 14.12721
H 21.15317 15.28880 15.69699
H 21.08710 14.95326 18.04462
H 20.77114 12.61201 18.95841
O 15.09196 9.20148 22.55675
N 15.09363 8.46819 21.58013
O 15.41281 8.81737 20.45558
C 14.68245 7.08723 21.79767
C 14.35241 6.67734 23.07991
C 13.73999 5.44677 23.23607
C 13.58531 4.58220 22.16514
C 13.94211 5.00296 20.88679
C 14.55818 6.23071 20.72852
H 14.55171 7.29508 23.94326
H 13.45331 5.15184 24.23740
H 13.19215 3.58312 22.29882
H 13.77174 4.41762 19.99283
H 14.85319 6.60282 19.75447
O 11.60466 8.23007 20.59821
N 11.77981 8.97509 21.55328
O 12.17645 10.13095 21.47778
C 11.39814 8.47079 22.86596
C 10.51195 7.42835 22.96971
C 10.08943 7.00561 24.21755
C 10.62418 7.61520 25.34445
C 11.57628 8.61496 25.23114
C 12.01171 9.01399 23.98037
H 10.05990 6.95804 22.10682
H 9.36374 6.21254 24.32165
H 10.35462 7.23757 26.32501
H 12.10396 8.92091 26.12517
H 12.82726 9.71455 23.86111
O 15.83550 17.43259 18.15554
N 16.87530 17.99842 17.92178
O 17.89918 17.45305 17.53431
C 16.90996 19.43952 18.12732
C 15.75610 20.12558 18.42610
C 15.81911 21.48273 18.70104
C 17.01760 22.17206 18.59730
C 18.16458 21.47214 18.24964
C 18.10984 20.10806 18.00731
H 14.80940 19.60605 18.49651
H 14.92887 22.01461 19.01183
H 17.06403 23.24226 18.74240
H 19.11340 21.98406 18.15066
H 18.98272 19.55545 17.68769
O 17.81274 8.76789 23.76046
N 18.00568 9.05278 22.60514
O 18.19477 8.25103 21.72264
C 18.08010 10.45564 22.24102
C 18.32286 11.38466 23.23998
C 18.54150 12.71815 22.92360
C 18.39386 13.13669 21.59760
C 18.18658 12.19315 20.61028
C 18.02936 10.86312 20.93309
H 18.36477 11.04935 24.26802
H 18.74721 13.40888 23.72831
H 18.57557 14.18663 21.39294
H 18.10306 12.49651 19.57530
H 17.95707 10.19388 20.08762
O 14.32978 5.74827 15.25040
N 15.08294 6.67829 15.47507
O 15.13004 7.69587 14.82629
C 15.94458 6.58331 16.66526
C 16.03949 5.38019 17.34646
C 16.89014 5.36089 18.43829
C 17.58433 6.47662 18.85632
C 17.45065 7.66103 18.15192
C 16.65046 7.70258 17.01161
H 15.51810 4.50510 16.99405
H 17.03581 4.38482 18.88969
H 18.28184 6.40705 19.68096
H 18.08615 8.51105 18.35374
H 16.68249 8.60350 16.41741

Summary:
- SMILES = O=[N+]([O-])c1ccccc1.O=[N+]([O-])c1ccccc1.O=[N+]([O-])c1ccccc1.O=[N+]([O-])c1ccccc1.O=[N+]([O-])c1ccccc1.O=[N+]([O-])c1ccccc1.O=[N+]([O-])c1ccccc1.O=[N+]([O-])c1ccccc1.O=[N+]([O-])c1ccccc1.O=[N+]([O-])c1ccccc1
- net charge = 0
- LUMO energy (eV) = -0.80
- HOMO level (eV) = -9.56

Mulliken atomic charge list, values in e, 6 entries:
1 O -0.577
2 N 1.004
3 O -0.601
4 C 0.060
5 C -0.200
6 C -0.377

Model x:
Molecular formula: C60H50N10O20
Method: DFT, wB97M-V/def2-TZVPD

Geometry (Å):
O -3.83516 -10.27980 23.91861
N -4.49641 -9.61114 23.10579
O -5.41173 -10.13159 22.50920
C -4.09832 -8.16773 22.85265
C -2.93162 -7.72347 23.42622
C -2.58695 -6.39766 23.32019
C -3.40444 -5.59797 22.50949
C -4.51600 -6.03944 21.85655
C -4.94098 -7.33626 22.09816
H -2.38938 -8.32172 24.14348
H -1.69168 -5.99069 23.76659
H -3.06183 -4.59363 22.30867
H -5.07988 -5.30521 21.30036
H -5.85495 -7.74487 21.69306
O -11.07302 -1.38807 18.45252
N -11.82629 -2.08756 17.76237
O -12.89316 -2.66725 18.12785
C -11.49195 -2.12080 16.28439
C -10.33386 -1.44205 15.85193
C -10.06965 -1.33567 14.50824
C -11.02618 -1.88344 13.63952
C -12.16459 -2.52520 14.06339
C -12.40539 -2.69933 15.38270
H -9.63361 -0.93085 16.49591
H -9.12026 -1.02774 14.09565
H -10.89739 -1.87814 12.56724
H -12.78289 -3.06219 13.35929
H -13.30397 -3.21867 15.68147
O -1.07139 0.09383 16.35242
N -1.26193 0.24969 17.54196
O -2.35843 -0.01445 18.03223
C -0.29047 0.80695 18.46230
C -0.57977 0.81459 19.82505
C 0.25822 1.51968 20.70238
C 1.43360 2.06109 20.13302
C 1.78565 1.96579 18.74309
C 0.80590 1.43238 17.90156
H -1.36875 0.19519 20.22536
H 0.04726 1.61498 21.75728
H 2.07597 2.68256 20.73927
H 2.61112 2.44771 18.24036
H 1.00785 1.45345 16.84081
O -11.58416 2.15711 25.04329
N -10.72185 1.34266 24.64655
O -9.54122 1.46093 25.00890
C -11.09673 0.34143 23.64705
C -10.21594 -0.65561 23.33724
C -10.60612 -1.70570 22.54693
C -11.92551 -1.75222 22.05363
C -12.82161 -0.71826 22.31365
C -12.40032 0.34300 23.13644
H -9.17071 -0.68482 23.60746
H -9.96894 -2.56010 22.37260
H -12.33216 -2.58381 21.49728
H -13.82278 -0.72034 21.90863
H -13.09025 1.12920 23.40527
O 1.12079 5.03844 24.22773
N 0.25126 4.33365 24.66874
O 0.16539 4.27957 25.88856
C -0.86053 3.76982 23.82436
C -1.18278 4.31339 22.59589
C -2.23482 3.84459 21.83057
C -3.02369 2.82684 22.41936
C -2.70679 2.19103 23.58620
C -1.62342 2.73620 24.35128
H -0.65858 5.13815 22.13612
H -2.61334 4.23813 20.89876
H -3.79956 2.39624 21.80372
H -3.15247 1.25771 23.89714
H -1.29238 2.23329 25.24789
O 0.69135 -0.10142 23.57050
N 0.24080 -1.25803 23.52620
O -0.40744 -1.78668 24.46354
C 0.58223 -2.11649 22.35889
C 1.62733 -1.81074 21.45695
C 1.79521 -2.61909 20.35034
C 1.04447 -3.76717 20.15830
C 0.08521 -4.11734 21.09646
C -0.27222 -3.23635 22.09887
H 2.17511 -0.89422 21.61917
H 2.57513 -2.35896 19.65000
H 1.25319 -4.51826 19.41085
H -0.52986 -4.99564 20.96728
H -1.06231 -3.45998 22.80041
O -9.24106 3.41254 15.82092
N -8.36620 2.91845 16.54492
O -8.14563 1.71037 16.65326
C -7.57233 3.82299 17.45534
C -6.65187 3.40794 18.42628
C -5.97496 4.27949 19.27338
C -6.37996 5.61486 19.26741
C -7.16037 6.08045 18.22440
C -7.78713 5.21480 17.39088
H -6.37995 2.36753 18.52638
H -5.18730 3.90913 19.91279
H -5.86751 6.26215 19.96369
H -7.30648 7.14183 18.08830
H -8.47531 5.60233 16.65425
O -6.18814 0.75683 23.36899
N -6.51958 1.88500 23.07216
O -5.96116 2.88933 23.50003
C -7.51030 2.03941 21.97200
C -8.06803 0.92276 21.28551
C -8.86359 1.06561 20.18767
C -9.45885 2.33774 20.03368
C -8.96202 3.47204 20.60698
C -8.00065 3.29873 21.65896
H -7.80334 -0.06028 21.64605
H -9.13061 0.20507 19.59222
H -10.17943 2.49158 19.24405
H -9.41666 4.44510 20.49365
H -7.75098 4.16172 22.25837
O -8.59144 -6.60917 21.90686
N -9.61368 -6.15261 22.38784
O -10.11229 -5.15137 21.89754
C -10.22716 -6.79884 23.57300
C -9.80497 -8.09640 23.96644
C -10.57915 -8.82431 24.89380
C -11.70588 -8.26062 25.45426
C -12.06644 -6.92874 25.17875
C -11.27325 -6.24035 24.26756
H -9.07422 -8.57190 23.32901
H -10.19924 -9.82436 25.04205
H -12.30226 -8.81692 26.16227
H -12.87115 -6.32662 25.57406
H -11.65790 -5.27793 23.96392
O -3.54543 -2.12229 22.24931
N -4.01913 -1.33250 21.50953
O -3.44708 -0.26621 21.30568
C -5.23798 -1.67403 20.70617
C -5.62811 -0.83249 19.66802
C -6.81345 -1.12892 18.96060
C -7.65708 -2.13608 19.37681
C -7.30946 -2.92962 20.45180
C -6.07584 -2.76152 21.06936
H -4.98930 -0.02102 19.35205
H -7.09259 -0.51442 18.11747
H -8.64287 -2.30888 18.97091
H -8.04798 -3.58277 20.89267
H -5.87477 -3.42478 21.89764

Summary:
- SMILES = O=[N+]([O-])c1ccccc1.O=[N+]([O-])c1ccccc1.O=[N+]([O-])c1ccccc1.O=[N+]([O-])c1ccccc1.O=[N+]([O-])c1ccccc1.O=[N+]([O-])c1ccccc1.O=[N+]([O-])c1ccccc1.O=[N+]([O-])c1ccccc1.O=[N+]([O-])c1ccccc1.O=[N+]([O-])c1ccccc1
- net charge = 0
- LUMO energy (eV) = -1.07
- HOMO level (eV) = -9.64

Mulliken atomic charge list, values in e, 6 entries:
1 O -0.592
2 N 0.984
3 O -0.595
4 C 0.085
5 C -0.247
6 C -0.651

Model y:
Molecular formula: C60H50N10O20
Method: DFT, wB97M-V/def2-TZVPD

Geometry (Å):
O 15.71987 -21.97246 -13.45373
N 14.60201 -22.16323 -13.91150
O 13.82749 -21.30392 -14.32752
C 14.18935 -23.62783 -14.05422
C 12.89470 -23.95586 -14.25708
C 12.45277 -25.25898 -14.11270
C 13.33629 -26.21039 -13.67158
C 14.60754 -25.92221 -13.42346
C 15.02927 -24.61046 -13.52151
H 12.27033 -23.22321 -14.76235
H 11.48072 -25.59542 -14.37232
H 13.05556 -27.27937 -13.59153
H 15.27802 -26.74051 -13.00853
H 16.04233 -24.36479 -13.31710
O 12.02352 -14.83623 -16.16171
N 11.79601 -15.88836 -16.61428
O 12.56250 -16.50573 -17.34975
C 10.58129 -16.55639 -16.25863
C 9.74979 -16.02479 -15.24182
C 8.63996 -16.69518 -14.84653
C 8.43470 -18.01502 -15.39513
C 9.20341 -18.50995 -16.40547
C 10.29944 -17.80449 -16.84081
H 9.93403 -15.09030 -14.71673
H 8.00643 -16.20946 -14.14879
H 7.61812 -18.64879 -14.97421
H 8.94171 -19.52974 -16.79757
H 11.00890 -18.21697 -17.59226
O 10.97964 -15.64893 -22.76808
N 11.11517 -16.63115 -22.07816
O 10.20190 -17.21198 -21.50918
C 12.41416 -17.18109 -21.96042
C 13.32753 -16.95639 -23.00693
C 14.57670 -17.49354 -23.00939
C 14.97067 -18.20854 -21.92770
C 14.07045 -18.46120 -20.91626
C 12.74750 -17.97543 -20.88346
H 12.94333 -16.26039 -23.74081
H 15.43500 -17.23301 -23.66460
H 15.94102 -18.63962 -22.00393
H 14.36226 -19.19319 -20.20698
H 12.05201 -18.25229 -20.07136
O 21.38791 -12.61399 -18.36340
N 21.20427 -12.85706 -19.53108
O 21.83283 -12.37384 -20.49066
C 20.10200 -13.84235 -19.91168
C 19.00643 -13.89424 -19.00723
C 17.88889 -14.65775 -19.34415
C 17.88598 -15.39752 -20.54709
C 19.04452 -15.42701 -21.38747
C 20.16389 -14.61046 -21.06596
H 19.01196 -13.34864 -18.13704
H 16.97925 -14.59582 -18.82125
H 16.98296 -15.87234 -20.91962
H 18.97369 -15.92586 -22.34603
H 20.96479 -14.61753 -21.69869
O 14.72904 -15.38605 -20.03201
N 14.82475 -14.25126 -20.53594
O 15.20824 -14.00548 -21.64314
C 14.27222 -13.13376 -19.69744
C 14.19417 -11.92047 -20.32649
C 13.70286 -10.80761 -19.61490
C 13.36672 -10.93493 -18.22191
C 13.78661 -12.11063 -17.58987
C 14.08574 -13.25939 -18.28296
H 14.47463 -11.74540 -21.30846
H 13.43318 -9.91005 -20.14828
H 12.90474 -10.08597 -17.70737
H 13.58001 -12.23487 -16.51740
H 14.24505 -14.20196 -17.70844
O 24.94578 -14.73382 -17.90146
N 24.88369 -14.60483 -19.12211
O 25.47179 -13.74978 -19.78240
C 24.16486 -15.55225 -19.88352
C 24.36529 -15.75725 -21.21065
C 23.48818 -16.62815 -21.86276
C 22.62303 -17.38574 -21.13951
C 22.41988 -17.15043 -19.78799
C 23.32852 -16.30675 -19.17232
H 25.02748 -15.13820 -21.78635
H 23.69087 -16.69493 -22.88532
H 22.00784 -18.18051 -21.68422
H 21.58975 -17.61145 -19.28181
H 23.23463 -16.16987 -18.13129
O 16.20393 -16.22547 -15.08134
N 17.11945 -15.46940 -15.23694
O 16.99472 -14.23147 -15.28415
C 18.57974 -16.01727 -15.45188
C 19.61774 -15.16715 -15.82198
C 20.79832 -15.77885 -16.13919
C 20.94621 -17.14331 -16.09097
C 19.90486 -17.93519 -15.75488
C 18.65393 -17.40121 -15.40793
H 19.46334 -14.07418 -15.72961
H 21.64176 -15.20724 -16.51757
H 21.91194 -17.54462 -16.38995
H 19.83308 -19.00184 -15.67466
H 17.84230 -18.10402 -15.22269
O 19.20152 -20.78394 -14.71222
N 18.86683 -21.99352 -14.72050
O 18.54657 -22.57397 -15.73088
C 18.77886 -22.73180 -13.47761
C 18.29043 -22.08246 -12.34534
C 17.97652 -22.86663 -11.21454
C 18.29366 -24.21158 -11.19911
C 18.70824 -24.77985 -12.38942
C 18.93701 -24.11078 -13.55449
H 18.20627 -21.02338 -12.27728
H 17.51113 -22.48644 -10.28198
H 18.10061 -24.87554 -10.35888
H 18.88103 -25.89724 -12.40829
H 19.25615 -24.53023 -14.53065
O 10.62094 -21.32813 -14.75933
N 10.20619 -20.86664 -13.69875
O 9.41487 -21.39911 -12.92443
C 10.81127 -19.60178 -13.27329
C 11.68236 -18.97040 -14.15614
C 12.36194 -17.81957 -13.68683
C 12.12469 -17.34110 -12.39259
C 11.23723 -18.00625 -11.56092
C 10.54950 -19.12227 -12.06034
H 11.91143 -19.46962 -15.06296
H 13.03608 -17.28855 -14.36461
H 12.53444 -16.35051 -12.12176
H 10.93905 -17.66049 -10.57883
H 9.86129 -19.61834 -11.37999
O 19.62194 -19.96901 -18.25076
N 18.88155 -19.01372 -18.45949
O 19.21190 -18.02408 -19.03797
C 17.52303 -19.07540 -17.88645
C 16.53071 -18.09597 -18.15453
C 15.23762 -18.27608 -17.70009
C 14.91881 -19.31648 -16.83270
C 15.91337 -20.22137 -16.53648
C 17.24661 -20.16205 -17.11579
H 16.85331 -17.29781 -18.83351
H 14.57971 -17.45158 -17.86674
H 13.88852 -19.34799 -16.40636
H 15.78994 -21.06544 -15.85426
H 18.03532 -20.87625 -17.08413

Summary:
- SMILES = O=[N+]([O-])c1ccccc1.O=[N+]([O-])c1ccccc1.O=[N+]([O-])c1ccccc1.O=[N+]([O-])c1ccccc1.O=[N+]([O-])c1ccccc1.O=[N+]([O-])c1ccccc1.O=[N+]([O-])c1ccccc1.O=[N+]([O-])c1ccccc1.O=[N+]([O-])c1ccccc1.O=[N+]([O-])c1ccccc1
- net charge = 0
- LUMO energy (eV) = -0.90
- HOMO level (eV) = -9.43

Mulliken atomic charge list, values in e, 6 entries:
1 O -0.410
2 N 0.720
3 O -0.300
4 C 0.205
5 C -0.339
6 C -0.698

Most stable structure, least stable structure: model w, model y.

Model w:
Molecular formula: C2H5NO2
Method: DFT, wB97M-V/def2-TZVPD

Geometry (Å):
O -1.00437 1.20926 0.11470
C -0.32264 0.00159 0.10158
O -1.17603 -1.10657 0.00670
C 0.95089 -0.10740 -0.63346
N 0.84615 -0.10125 0.88461
H -1.72532 1.16420 -0.52390
H -1.25599 -1.52031 0.87487
H 1.27729 -1.06827 -1.00189
H 1.31571 0.76051 -1.16634
H 1.09432 0.76825 1.34312

Summary:
- SMILES = OC1(O)CN1
- net charge = 0
- LUMO energy (eV) = 0.82
- HOMO level (eV) = -9.78

natural (NBO) atomic charge list, values in e, 6 entries:
1 O -0.710
2 C 0.589
3 O -0.717
4 C -0.300
5 N -0.616
6 H 0.487

Model x:
Molecular formula: C2H5NO2
Method: DFT, wB97M-V/def2-TZVPD

Geometry (Å):
N -1.14625 -0.02224 -1.65655
C -0.06268 -0.46189 -1.02648
O 0.36422 0.56229 -0.23738
C 1.07050 0.04862 0.87779
O 0.22945 -0.70508 1.69312
H -1.55479 0.89293 -1.48268
H -1.67940 -0.68700 -2.19107
H 1.86446 -0.62567 0.55101
H 1.46631 0.92655 1.39985
H -0.49682 -0.13158 1.97925

Summary:
- net charge = 0
- LUMO energy (eV) = 0.93
- HOMO level (eV) = -8.82

natural (NBO) atomic charge list, values in e, 6 entries:
1 N -0.808
2 C 0.293
3 O -0.571
4 C 0.223
5 O -0.704
6 H 0.378

Most stable structure, least stable structure: model w, model x.